Density functional theory data (ωB97M-V/def2-TZVPD) for C50H59AsBrN3O14P4PbS as an isolated structure.

Last column: Mulliken charge in e.
Positions of all 134 atoms, in Å:
Pb1 -0.48 -0.30 -0.13  3.22
C1 0.74 3.86 -2.12  -1.36
C2 -0.65 3.93 -1.53  3.43
C3 -0.99 5.31 -1.02  -1.58
O1 -1.59 3.60 -2.62  -0.36
P1 -2.62 2.41 -2.50  -0.86
O2 -2.52 1.61 -1.27  1.33
C4 -2.33 1.45 -4.01  -0.93
P2 -1.02 0.24 -3.69  -0.27
O3 0.15 0.84 -3.03  0.00
O4 -0.75 -0.49 -5.08  -0.24
C5 0.37 -0.30 -5.97  0.55
C6 1.71 -0.20 -5.27  -1.14
C7 0.09 0.89 -6.88  -1.41
O5 -1.69 -0.88 -2.83  -0.46
C8 -2.69 -1.84 -3.27  0.50
C9 -2.05 -3.21 -3.21  -1.36
C10 -3.89 -1.67 -2.35  -0.80
O6 -4.06 3.03 -2.78  -0.35
C11 -5.05 3.26 -1.72  0.65
C12 -5.54 1.94 -1.14  -1.10
C13 -4.51 4.20 -0.66  -0.69
H1 1.47 4.15 -1.37  0.35
H2 0.82 4.55 -2.96  0.43
H3 0.97 2.85 -2.46  -0.04
H4 -0.78 3.19 -0.73  -1.28
H5 -0.90 6.05 -1.82  0.37
H6 -0.30 5.57 -0.22  0.30
H7 -2.00 5.35 -0.61  0.23
H8 -2.05 2.12 -4.83  0.47
H9 -3.25 0.93 -4.27  0.36
H10 0.36 -1.22 -6.57  0.37
H11 1.83 0.77 -4.78  0.09
H12 2.50 -0.32 -6.02  0.53
H13 1.82 -0.96 -4.50  0.23
H14 0.11 1.82 -6.30  0.23
H15 -0.89 0.79 -7.35  0.33
H16 0.85 0.96 -7.65  0.49
H17 -2.96 -1.59 -4.30  0.41
H18 -1.72 -3.42 -2.19  0.10
H19 -1.19 -3.25 -3.87  0.31
H20 -2.78 -3.97 -3.51  0.51
H21 -3.55 -1.63 -1.31  -0.14
H22 -4.57 -2.51 -2.47  0.53
H23 -4.42 -0.75 -2.56  0.10
H24 -5.86 3.74 -2.26  0.31
H25 -4.80 1.49 -0.48  -0.02
H26 -5.79 1.24 -1.94  0.28
H27 -6.44 2.13 -0.55  0.52
H28 -3.67 3.77 -0.11  -0.31
H29 -5.29 4.38 0.08  0.51
H30 -4.22 5.15 -1.10  0.31
O7 -2.90 1.01 1.71  -0.89
As1 -1.65 2.24 2.04  0.89
O8 -2.41 3.70 2.00  -0.97
O9 -0.38 2.03 1.01  0.58
C14 -1.34 1.83 3.95  0.11
C15 -1.90 2.82 4.77  -1.05
C16 -1.87 2.73 6.15  -0.65
C17 -1.29 1.62 6.76  -0.76
C18 -0.74 0.63 5.97  -1.07
C19 -0.76 0.72 4.58  0.10
S1 -0.12 -0.73 3.75  1.39
O10 1.14 -1.04 4.41  -0.72
O11 -1.14 -1.74 3.92  -0.78
O12 0.05 -0.28 2.36  -0.61
H31 -2.52 0.13 1.53  0.38
H32 -2.34 3.68 4.27  0.56
H33 -2.31 3.51 6.75  0.40
H34 -1.26 1.53 7.84  0.37
H35 -0.28 -0.24 6.41  0.49
N1 3.18 -0.90 1.40  -0.31
P3 2.40 0.44 0.64  0.66
C20 3.72 0.94 -0.55  0.14
C21 3.53 0.65 -1.90  0.40
C22 4.52 0.96 -2.83  -0.95
C23 5.70 1.56 -2.43  -0.76
C24 5.90 1.85 -1.08  -0.72
C25 4.91 1.55 -0.15  -0.69
C26 2.56 1.81 1.84  1.07
C27 2.41 3.11 1.36  -0.44
C28 2.39 4.19 2.22  -0.36
C29 2.52 3.98 3.59  -0.69
C30 2.68 2.70 4.08  -0.52
C31 2.70 1.61 3.21  -0.90
P4 2.30 -2.40 1.74  0.68
C32 3.75 -3.36 2.33  0.11
C33 4.90 -3.62 1.58  -0.31
C34 5.93 -4.37 2.11  -0.82
C35 5.84 -4.87 3.41  -0.44
C36 4.72 -4.60 4.17  -0.54
C37 3.68 -3.85 3.63  -0.34
C38 2.04 -3.04 0.04  3.15
C39 3.00 -2.94 -1.18  0.02
C40 3.40 -4.22 -1.84  -1.12
C41 2.73 -5.35 -1.59  -0.55
C42 1.63 -5.39 -0.62  -0.75
C43 1.32 -4.34 0.14  -1.52
H36 3.60 -0.61 2.29  0.53
H37 2.62 0.16 -2.23  0.16
H38 4.36 0.72 -3.88  0.46
H39 6.47 1.80 -3.15  0.36
H40 6.81 2.33 -0.75  0.39
H41 5.06 1.79 0.89  0.45
H42 2.26 3.27 0.30  0.01
H43 2.23 5.18 1.83  0.35
H44 2.47 4.82 4.28  0.34
H45 2.76 2.52 5.15  0.36
H46 2.76 0.62 3.62  -0.08
H47 4.98 -3.23 0.57  0.22
H48 6.82 -4.58 1.51  0.41
H49 6.66 -5.45 3.82  0.34
H50 4.64 -4.98 5.18  0.39
H51 2.79 -3.63 4.21  0.45
H52 3.87 -2.30 -0.99  0.35
H53 4.23 -4.22 -2.54  0.38
H54 3.01 -6.27 -2.08  0.38
H55 1.06 -6.31 -0.54  0.44
H56 0.48 -4.38 0.83  0.44
N2 1.97 -2.13 -1.88  0.44
C44 1.19 -2.07 -0.83  -2.80
Br1 -5.52 -1.78 5.61  -0.23
C45 -5.18 -2.58 3.92  -0.20
C46 -6.13 -3.44 3.39  -0.15
N3 -5.95 -4.05 2.22  -0.67
C47 -4.82 -3.81 1.57  -0.31
C48 -3.83 -2.94 2.02  -0.15
C49 -4.02 -2.30 3.24  0.19
C50 -2.60 -2.70 1.17  0.09
O13 -2.02 -3.68 0.69  -0.72
O14 -2.34 -1.47 0.97  -0.82
H57 -7.05 -3.65 3.93  0.35
H58 -4.67 -4.33 0.63  0.47
H59 -3.26 -1.62 3.62  0.51

As for the charge: -2. Its energy relative to the best compared isomer or geometry (same formula, charge and spin) is 2.504 eV. For the HOMO-LUMO gap, the calculation gives 5.884 eV. The calculation puts the LUMO energy at 3.72 eV. For the HOMO energy, the calculation gives -0.0794 Ha. As for the calculated total energy: -270070.5562 eV.